# 1
Molecular formula: C40H47N8O3PS3Y
Method: DFT, ωB97M-V/def2-TZVPD

Computed properties:
Charge: -1
HOMO-LUMO gap, hartree: 0.15964
Relative energy (zero: lowest compared OMol25 entry of this formula, charge and spin), kJ/mol: 118.43

The geometry in XYZ format:
```
103
C40H47N8O3PS3Y (ωB97M-V/def2-TZVPD)
Y 0.4166 -0.4840 -0.9839
C 1.3496 0.4646 4.7707
C 0.3174 -0.4801 5.3904
C -0.8306 0.3609 5.9702
C 1.0046 -1.2615 6.5224
C -0.2469 -1.4667 4.3635
C -1.0705 -2.5248 4.7948
C -1.5705 -3.4736 3.9244
C -1.2492 -3.3616 2.5734
S -1.6683 -4.3812 1.2301
C -0.7787 -3.3295 0.1563
N -0.2458 -2.3068 0.7467
C -0.4741 -2.3017 2.1205
C 0.0294 -1.3522 3.0129
C -0.6806 -3.5542 -1.2960
C -1.1708 -4.7365 -1.8507
C -1.1181 -4.9359 -3.2181
C -0.5691 -3.9426 -4.0153
C -0.0731 -2.7776 -3.4391
C -0.0957 -2.5232 -2.0569
H 1.7785 1.0932 5.5559
H 0.9037 1.1228 4.0216
H 2.1666 -0.0920 4.2975
H -0.4447 1.0671 6.7122
H -1.5801 -0.2715 6.4555
H -1.3241 0.9330 5.1798
H 1.4862 -0.5651 7.2153
H 1.7706 -1.9314 6.1194
H 0.2929 -1.8642 7.0936
H -1.3195 -2.6131 5.8463
H -2.1927 -4.2827 4.2859
H 0.6239 -0.5461 2.6038
H -1.5989 -5.5028 -1.2106
H -1.5014 -5.8499 -3.6551
H -0.5287 -4.0728 -5.0923
H 0.3431 -2.0337 -4.1066
C 3.9351 -1.7763 1.3431
N 4.1102 -0.3378 1.1733
C 3.0759 0.4432 0.7939
N 3.3564 1.7423 0.4760
O 1.9026 0.0258 0.8060
H 3.8496 -2.0402 2.3979
H 4.7832 -2.2927 0.9025
H 3.0297 -2.0985 0.8388
H 5.0327 -0.0052 0.9455
H 4.2374 1.9076 0.0123
H 2.5691 2.2228 0.0686
C -3.3871 -1.2437 -1.6110
C -3.2434 -0.0214 -2.4897
C -4.1816 0.1589 -3.5034
C -4.1111 1.2295 -4.3802
C -3.0524 2.1185 -4.2582
C -2.0835 1.9730 -3.2711
C -0.9352 2.9591 -3.2551
C -2.1827 0.9148 -2.3203
N -1.2784 0.8090 -1.2494
H -4.3780 -1.2850 -1.1521
H -2.6532 -1.2429 -0.8123
H -3.2503 -2.1568 -2.1994
H -4.9878 -0.5671 -3.6015
H -4.8661 1.3697 -5.1465
H -2.9702 2.9530 -4.9520
H -0.2646 2.7776 -4.1002
H -0.3521 2.8643 -2.3447
H -1.3011 3.9854 -3.3326
O 5.6588 0.8094 -1.3695
S 5.0765 -0.3389 -2.0307
O 5.5220 -1.6257 -1.5704
N 3.4339 -0.2200 -2.0423
C 2.9914 0.0108 -3.2710
S 1.3993 0.3884 -3.6282
C 4.0545 -0.0210 -4.3280
C 3.9130 0.0868 -5.6983
C 5.0598 0.0322 -6.4824
C 6.3176 -0.1246 -5.9055
C 6.4567 -0.2438 -4.5301
C 5.3013 -0.1940 -3.7748
H 2.9252 0.2060 -6.1254
H 4.9751 0.1122 -7.5603
H 7.1978 -0.1582 -6.5385
H 7.4273 -0.3751 -4.0672
C -3.4013 2.3411 2.9609
N -3.9025 1.9563 1.6356
C -4.0695 3.1739 0.8493
N -2.8560 3.9773 0.7384
C -2.3888 4.2865 2.0950
N -2.1847 3.1283 2.9398
C -1.1068 2.2989 2.3342
P -1.3170 1.5703 0.4344
C -3.0363 0.9914 0.9281
C -1.8514 3.2963 -0.1046
H -3.2215 1.4298 3.5384
H -4.1829 2.9241 3.4569
H -4.8364 3.7857 1.3334
H -4.4116 2.9075 -0.1541
H -3.1338 4.9342 2.5673
H -1.4454 4.8328 2.0170
H -0.9779 1.3940 2.9509
H -0.1588 2.8651 2.3490
H -2.9520 0.0810 1.5300
H -3.5586 0.7227 0.0062
H -2.2958 3.2051 -1.0964
H -0.9756 3.9442 -0.2037
```

These are the Löwdin partial charges, in e, on atoms 1 to 8: atom 1 (Y): 1.29, atom 2 (C): -0.06, atom 3 (C): -0.55, atom 4 (C): -0.04, atom 5 (C): -0.06, atom 6 (C): -0.16, atom 7 (C): -0.04, atom 8 (C): -0.08

=====

# 2
Molecular formula: C40H48N3O6P2PbS
Method: DFT, ωB97M-V/def2-TZVPD

Computed properties:
Charge: -1
HOMO-LUMO gap, hartree: 0.21190
Relative energy (zero: lowest compared OMol25 entry of this formula, charge and spin), kJ/mol: 20.17

The geometry in XYZ format:
```
101
C40H48N3O6P2PbS (ωB97M-V/def2-TZVPD)
Pb -2.0267 1.5267 -0.1143
N -0.5088 1.2627 2.9225
C -1.2640 2.2163 3.8028
C -0.3658 3.2882 4.3090
N 0.1491 4.0847 3.2281
H -1.1959 0.6713 2.4549
H -0.0951 1.7587 2.1566
H -1.6765 1.5884 4.6017
H -2.1123 2.6567 3.2799
H 0.5278 2.9695 4.9128
H -0.9165 3.8859 5.0689
H 0.7232 4.8616 3.5081
H -0.6589 4.4329 2.7050
C -2.1685 -4.0929 -2.3323
C -2.9078 -2.8790 -1.8527
C -3.6642 -2.9015 -0.7070
C -4.3368 -1.7763 -0.2139
C -4.2673 -0.6207 -0.9399
C -3.4544 -0.5408 -2.0905
C -2.7524 -1.6596 -2.5273
S -5.3217 0.7808 -0.4633
O -5.9539 0.4326 0.7978
O -6.2426 1.0288 -1.5568
N -4.2410 1.9055 -0.2854
C -4.6508 3.3026 0.0852
C -3.4962 4.0620 0.6881
O -3.7182 5.1205 1.2111
O -2.3625 3.5216 0.5959
H -2.2427 -4.9623 -1.6305
H -1.1182 -3.8795 -2.5062
H -2.5893 -4.3958 -3.2792
H -3.7521 -3.8013 -0.1396
H -4.9307 -1.8311 0.6765
H -3.3248 0.3659 -2.6854
H -2.1929 -1.5225 -3.4519
H -5.4591 3.3186 0.7826
H -4.9272 3.8309 -0.8602
O 1.3831 0.9721 -0.2394
P 2.3795 0.3755 0.6488
C 1.7206 -1.1766 1.4109
P 0.6920 -2.1366 0.3306
O -0.6304 -1.4792 0.0520
C 1.5113 -2.4352 -1.2833
C 0.7845 -1.8582 -2.3861
C 1.2001 -2.0871 -3.7142
C 2.3273 -2.8975 -3.9365
C 3.0352 -3.4291 -2.8791
C 2.6149 -3.2242 -1.5769
C 0.4578 -3.6353 1.2690
C 1.3665 -4.5890 1.7572
C 0.9037 -5.6472 2.5709
C -0.4289 -5.7759 2.8802
C -1.3119 -4.8779 2.3750
C -0.8971 -3.7709 1.6003
C 3.0172 1.4495 1.9916
C 2.9346 2.7751 1.7331
C 3.3801 3.7271 2.6857
C 3.8988 3.2696 3.9073
C 3.9957 1.8982 4.1475
C 3.5633 0.9876 3.1978
C 3.8246 -0.2797 -0.2106
C 4.7255 -1.2000 0.3573
C 5.6278 -1.8536 -0.4849
C 5.6698 -1.5120 -1.8382
C 4.9064 -0.4908 -2.3518
C 3.9436 0.0579 -1.5242
H 0.9994 -0.8348 2.2032
H 2.5413 -1.7714 1.8988
H -0.0488 -1.2485 -2.1685
H 0.6461 -1.6499 -4.5295
H 2.5949 -3.1400 -4.9664
H 3.9154 -4.0496 -3.0363
H 3.1694 -3.6258 -0.7572
H 2.4370 -4.5047 1.6412
H 1.5960 -6.3375 2.9864
H -0.7296 -6.5399 3.5093
H -2.3915 -4.9553 2.5750
H -1.6422 -3.1556 1.1608
H 2.5098 3.2054 0.8387
H 3.2255 4.7965 2.5331
H 4.1184 3.9192 4.7422
H 4.3361 1.4936 5.0691
H 3.5371 -0.0366 3.4526
H 4.6062 -1.5060 1.3742
H 6.2841 -2.5611 -0.0216
H 6.4577 -1.9172 -2.4334
H 5.0001 -0.1793 -3.3796
H 3.1915 0.7364 -1.8862
C -3.2451 3.3553 -3.2150
C -1.8225 3.6544 -2.7393
C -0.9963 4.1833 -3.8946
C -1.1888 2.3907 -2.1439
H -3.7084 4.2417 -3.6051
H -3.8354 2.9580 -2.3994
H -3.2650 2.5826 -3.9831
H -1.8468 4.4228 -1.9454
H -0.6978 3.3163 -4.4813
H -0.0662 4.6249 -3.5927
H -1.4817 4.9196 -4.5835
H -0.1015 2.4936 -1.9765
H -1.1985 1.5519 -2.8872
```

These are the Löwdin partial charges, in e, on atoms 1 to 8: atom 1 (Pb): 1.30, atom 2 (N): -0.01, atom 3 (C): -0.27, atom 4 (C): -0.33, atom 5 (N): 0.01, atom 6 (H): 0.00, atom 7 (H): -0.01, atom 8 (H): 0.11

=====

# 3
Molecular formula: C40H49AsN7OSW
Method: DFT, ωB97M-V/def2-TZVPD

Computed properties:
Charge: +1
HOMO-LUMO gap, hartree: 0.28011

The geometry in XYZ format:
```
100
C40H49AsN7OSW (ωB97M-V/def2-TZVPD)
W -0.0554 -0.0256 -0.7978
C 5.2825 4.3287 -1.6267
C 3.8990 3.7938 -1.3811
C 3.1849 4.1223 -0.2320
C 1.9523 3.5576 0.0331
C 1.3643 2.6632 -0.8600
N 0.1821 1.9521 -0.5335
C -0.6712 2.6871 0.3376
C -1.3802 3.7800 -0.1515
C -2.1433 4.5631 0.6924
C -2.2320 4.2719 2.0534
C -3.0953 5.0933 2.9695
C -1.5438 3.1689 2.5339
C -0.7695 2.3880 1.6821
N -0.0868 1.2577 2.1821
C 0.2794 1.0202 3.4616
C 0.7415 -0.2673 3.5370
C 0.6284 -0.7625 2.2344
N 0.1180 0.1565 1.4227
C 2.0293 2.4280 -2.0545
C 3.2942 2.9447 -2.2946
N 1.3461 1.7883 -3.1246
C 1.3786 2.2614 -4.3901
C 0.3652 1.6658 -5.0896
C -0.2618 0.8452 -4.1529
N 0.3296 0.9043 -2.9622
H 5.4873 5.1907 -0.9936
H 5.4142 4.6310 -2.6656
H 6.0344 3.5681 -1.4080
H 3.6175 4.8100 0.4845
H 1.4444 3.7922 0.9592
H -1.2954 4.0186 -1.2043
H -2.6810 5.4141 0.2934
H -3.1610 6.1242 2.6253
H -2.7055 5.0954 3.9866
H -4.1099 4.6914 3.0040
H -1.6391 2.8988 3.5781
H 0.2048 1.7893 4.2096
H 1.1264 -0.7755 4.4028
H 0.9006 -1.7280 1.8432
H 3.8084 2.6850 -3.2122
H 2.0918 3.0141 -4.6737
H 0.1008 1.8057 -6.1221
H -1.1250 0.2365 -4.3238
C -0.5782 -5.7040 0.1431
C 0.0398 -4.4028 0.6814
C 0.9683 -3.7937 -0.3549
C -1.0605 -3.5266 1.2836
C -1.6814 -4.1001 2.3934
C -2.8148 -3.5709 2.9752
C -3.3675 -2.4335 2.4235
C -2.7643 -1.7682 1.3608
C -3.5342 -0.5413 0.8690
C -3.1203 0.1424 -0.4311
C -3.6414 0.4989 1.9861
C -1.5714 -2.2958 0.8308
O -0.9642 -1.5932 -0.1817
H 0.2134 -6.4006 -0.1372
H -1.1836 -5.5095 -0.7421
H -1.2183 -6.1938 0.8743
H 0.6749 -4.6912 1.5274
H 0.4344 -3.4004 -1.2216
H 1.6587 -4.5638 -0.7053
H 1.5715 -2.9961 0.0689
H -1.2656 -5.0201 2.7868
H -3.2800 -4.0591 3.8207
H -4.3011 -2.0509 2.8172
H -4.5482 -0.9056 0.6667
H -2.1781 0.7073 -0.3147
H -3.8582 0.9051 -0.6866
H -3.0525 -0.5498 -1.2651
H -2.6596 0.9243 2.1920
H -4.0022 0.0638 2.9154
H -4.3168 1.3089 1.7040
C -2.1866 -3.4569 -2.3499
As -1.4191 -1.8187 -3.0473
C -3.0695 -1.0772 -3.8373
C -0.5338 -2.5271 -4.6451
H -2.9244 -3.8314 -3.0586
H -2.6575 -3.2748 -1.3851
H -1.4015 -4.1982 -2.2221
H -3.0935 -1.2581 -4.9112
H -3.1555 -0.0072 -3.6531
H -3.9248 -1.5729 -3.3806
H -0.7758 -3.5821 -4.7636
H 0.5445 -2.4170 -4.5446
H -0.8594 -1.9882 -5.5332
C 4.8734 -2.5757 2.6527
C 4.2809 -1.3392 2.0538
C 4.4404 -0.0841 2.6303
C 3.8310 0.9820 1.9980
N 3.1183 0.8412 0.8828
C 3.0177 -0.3947 0.4157
S 2.1168 -0.6114 -1.1206
N 3.5621 -1.4888 0.9359
H 5.6966 -2.3407 3.3246
H 5.2186 -3.2410 1.8640
H 4.1110 -3.1095 3.2243
H 5.0247 0.0524 3.5293
H 3.9169 1.9913 2.3882
```

These are the Löwdin partial charges, in e, on atoms 1 to 8: atom 1 (W): 1.26, atom 2 (C): -0.04, atom 3 (C): -0.26, atom 4 (C): -0.03, atom 5 (C): -0.01, atom 6 (C): -0.25, atom 7 (N): -0.14, atom 8 (C): -0.27

=====

# 4
Molecular formula: C40H49Br12F16NS
Method: DFT, ωB97M-V/def2-TZVPD

Computed properties:
SMILES string: CCC[C@@H](C)c1cc(CCC(F)(F)F)c(F)c2c1N(C(F)(F)C(F)(F)C(F)(F)F)c1ccc(CCCC(F)(F)C(F)(F)F)cc1S2.BrCCBr.BrCCBr.BrCCBr.BrCCBr.BrCCBr.BrCCBr
HOMO-LUMO gap, hartree: 0.29655

The geometry in XYZ format:
```
119
C40H49Br12F16NS (ωB97M-V/def2-TZVPD)
C 6.0973 0.0401 1.0722
C 4.9712 0.0492 -0.1043
C 3.9355 -1.1360 0.2367
C 3.4361 -1.9340 -1.1054
C 4.6304 -2.9096 -1.5747
C 2.1382 -2.7643 -0.6407
C 2.4292 -3.9988 0.3055
C 1.2923 -4.8929 0.8675
C 1.5108 -6.1839 1.8073
C 1.7898 -7.4258 0.7798
C 0.4613 -7.9601 0.0726
F 0.7475 -9.2783 -0.4455
F -0.6290 -8.1490 0.9962
F 0.0585 -7.1965 -1.0698
C -0.1667 -4.5075 0.4908
F -1.2785 -5.2577 1.0043
C -0.4527 -3.3092 -0.4445
C 0.6681 -2.3838 -1.0711
N 0.3863 -1.2490 -1.9758
C 0.2183 -1.6516 -3.3856
F -0.4710 -0.5565 -4.0392
F -0.5927 -2.8018 -3.6010
C 1.5744 -1.8666 -4.2111
F 2.2901 -3.0190 -3.7256
F 1.1676 -2.2399 -5.5474
C 2.4995 -0.5642 -4.3839
F 2.2250 0.4955 -3.4968
F 3.8639 -1.0035 -4.3428
F 2.3286 -0.0261 -5.7042
C -0.7373 -0.4028 -1.4830
C -0.6277 1.1651 -1.4944
C -1.7854 2.0713 -0.9323
C -3.1211 1.4913 -0.3191
C -4.2620 2.4821 0.2897
C -5.7025 2.3034 -0.4201
C -6.6946 1.2683 0.2837
C -7.5306 0.4257 -0.7998
F -8.5700 -0.3065 -0.1428
F -6.6812 -0.5440 -1.4502
C -8.2411 1.3230 -1.9347
F -7.4922 1.2642 -3.1380
F -9.5036 0.6937 -2.2199
F -8.5504 2.6436 -1.5212
C -3.2476 -0.0871 -0.3417
C -2.0860 -0.9683 -0.9027
S -2.2107 -2.8393 -0.8798
H 7.1325 0.0708 0.5635
H 6.0306 0.9835 1.7344
H 6.0112 -0.8567 1.7754
H 4.3922 1.0390 0.0400
H 5.4466 -0.0237 -1.1437
H 2.9628 -0.7111 0.7025
H 4.3296 -1.9308 0.9569
H 3.1637 -1.1170 -1.8546
H 5.1941 -3.2111 -0.6059
H 5.4055 -2.4165 -2.2561
H 4.2142 -3.8896 -2.0105
H 3.5111 -4.2433 0.5978
H 2.4162 -6.0365 2.5080
H 0.5479 -6.4277 2.4014
H 2.5120 -7.1043 -0.0659
H 2.2163 -8.3126 1.3884
H 0.2818 1.7293 -1.9029
H -1.7128 3.2212 -0.9268
H -4.3458 2.2249 1.4192
H -3.8834 3.5720 0.2590
H -5.4962 1.9073 -1.4904
H -6.2077 3.3336 -0.4117
H -6.0574 0.5082 0.8673
H -7.3703 1.7669 1.0805
H -4.1502 -0.6941 0.0765
Br 4.9947 3.4098 -0.9598
C 4.6549 3.4019 -2.8792
C 3.8946 4.6320 -3.3064
Br 2.0079 4.4965 -2.8322
H 4.1331 2.4719 -3.1060
H 5.6431 3.3811 -3.3420
H 3.9074 4.7330 -4.3929
H 4.2702 5.5510 -2.8564
Br -5.6116 -2.1314 0.8076
C -5.1219 -3.0598 2.4511
C -4.4437 -2.1284 3.4255
Br -2.5963 -1.7850 2.9065
H -4.5030 -3.9100 2.1640
H -6.0651 -3.4248 2.8621
H -4.3803 -2.5863 4.4141
H -4.9355 -1.1591 3.5103
Br 6.1728 4.1519 4.1907
C 5.9888 2.8634 5.6421
C 6.2844 1.4620 5.1697
Br 4.7934 0.7308 4.1478
H 4.9833 2.9800 6.0462
H 6.7160 3.1763 6.3934
H 6.4032 0.7871 6.0190
H 7.1678 1.3970 4.5339
Br 3.0329 3.3467 -6.8177
C 1.1146 3.0062 -6.7472
C 0.3961 3.6839 -7.8870
Br 0.2070 5.5977 -7.5662
H 0.7699 3.3303 -5.7650
H 1.0165 1.9218 -6.8220
H -0.6250 3.3088 -7.9744
H 0.9030 3.5708 -8.8454
Br 5.6025 0.2049 8.7145
C 3.6820 -0.1282 8.7647
C 2.9768 0.5593 7.6220
Br 2.7921 2.4720 7.9537
H 3.3292 0.1914 9.7452
H 3.5802 -1.2118 8.6824
H 1.9549 0.1891 7.5223
H 3.4923 0.4499 6.6665
Br -7.0436 7.0952 -0.5518
C -8.4878 6.2082 0.4106
C -8.1129 5.9572 1.8502
Br -6.8925 4.4451 2.0085
H -8.7243 5.2971 -0.1392
H -9.3338 6.8948 0.3486
H -8.9916 5.6748 2.4326
H -7.6268 6.8092 2.3256
```

These are the Löwdin partial charges, in e, on atoms 1 to 8: atom 1 (C): -0.17, atom 2 (C): -0.25, atom 3 (C): -0.18, atom 4 (C): -0.31, atom 5 (C): -0.09, atom 6 (C): -0.05, atom 7 (C): 0.04, atom 8 (C): -0.10

=====

Calculated total energy values (in Eh) by entry order: -3790.6461; -3442.6088; -4713.0566; -34492.1412.
F_max values (in eV/A) by entry order: 2.09; 2.96; 0.80; 5.75.
LUMO values (in eV) by entry order: 1.769; 1.914; -2.330; -0.025.